Record 1
{
  "formula": "C2H5NO2",
  "method": "ωB97M-V/def2-TZVPD",
  "elements": ["N", "C", "O", "C", "O", "H", "H", "H", "H", "H"],
  "coordinates": [[2.03942, -0.07369, 0.16872], [0.79898, 0.27220, -0.14570], [-0.02055, -0.78574, -0.18233], [-1.38586, -0.28862, -0.26329], [-1.54763, 1.07796, -0.15684], [2.41313, -0.99519, 0.34919], [2.63472, 0.73857, 0.18965], [-1.74456, -0.53612, -1.25949], [-1.87906, -0.78994, 0.56869], [-1.30859, 1.38058, 0.73139]],
  "mulliken_charge": [-0.17, -0.40, -0.20, -0.07, -0.43, 0.20, 0.29, 0.24, 0.21, 0.32],
  "homo_ev": -8.32,
  "relative_energy_kcal_mol": 63.4,
  "energy_ev": -7738.0039,
  "spin_multiplicity": 1,
  "charge": 0
}



Record 2
{
  "formula": "C23H62B3N7O10P2",
  "method": "ωB97M-V/def2-TZVPD",
  "elements": ["C", "C", "O", "C", "C", "O", "C", "C", "O", "C", "B", "O", "B", "C", "N", "O", "B", "O", "C", "C", "C", "O", "O", "H", "H", "H", "H", "H", "H", "H", "H", "H", "H", "H", "H", "H", "H", "H", "H", "H", "H", "H", "H", "H", "H", "H", "H", "H", "H", "O", "P", "N", "C", "C", "N", "C", "C", "N", "C", "C", "H", "H", "H", "H", "H", "H", "H", "H", "H", "H", "H", "H", "H", "H", "H", "H", "H", "H", "O", "P", "N", "C", "C", "N", "C", "C", "N", "C", "C", "H", "H", "H", "H", "H", "H", "H", "H", "H", "H", "H", "H", "H", "H", "H", "H", "H", "H"],
  "coordinates": [[2.69919, 2.15276, -0.06037], [2.81088, 2.29445, -1.58650], [3.30962, 1.15870, -2.27111], [2.47643, 0.02668, -2.14936], [1.06084, 0.20345, -2.71810], [0.79226, -0.93985, -3.53499], [-0.58961, -1.10551, -3.76925], [-1.21619, -2.16374, -2.84447], [-2.36778, -2.77695, -3.37133], [-3.47142, -1.88463, -3.46213], [-4.63474, -2.19181, -2.43264], [-4.32561, -2.78153, -1.19898], [-4.58414, -1.76241, -0.27064], [-3.38967, -1.24290, 0.61755], [-3.75543, -0.19058, 1.60813], [-5.87813, -1.25445, -0.25540], [-6.38039, -1.07218, -1.55007], [-7.26690, -0.03528, -1.74171], [-6.60842, 1.05611, -2.39963], [-5.45613, 1.66407, -1.57087], [-5.54403, 3.21831, -1.63032], [-4.19018, 1.31322, -2.15112], [-5.97436, -1.86603, -2.62075], [3.64815, 2.36801, 0.43468], [1.98359, 2.91162, 0.28063], [2.31610, 1.19149, 0.28469], [1.86918, 2.67387, -2.00816], [3.53640, 3.09255, -1.77355], [2.42824, -0.37155, -1.12868], [2.94645, -0.76527, -2.73877], [0.31697, 0.16283, -1.90656], [0.90779, 1.14072, -3.26558], [-1.08680, -0.14320, -3.56628], [-0.80971, -1.33203, -4.81772], [-0.46669, -2.95803, -2.74308], [-1.36285, -1.78170, -1.82157], [-3.88331, -1.93999, -4.48094], [-3.19732, -0.82753, -3.32286], [-2.66280, -0.79938, -0.09795], [-2.84467, -2.05938, 1.09810], [-4.00239, 0.63275, 1.06604], [-2.88766, 0.06254, 2.07423], [-7.35283, 1.83915, -2.55301], [-6.26945, 0.76867, -3.40316], [-5.50218, 1.39879, -0.51184], [-6.57186, 3.57680, -1.67182], [-5.02879, 3.51754, -2.54681], [-5.01555, 3.59918, -0.75515], [-3.66739, 0.81592, -1.50913], [0.31583, 4.90974, 2.20342], [0.69834, 6.16694, 2.97375], [1.75667, 5.34361, 4.06746], [1.32005, 4.42733, 5.09942], [2.98278, 4.86441, 3.44782], [-0.87434, 6.52762, 3.58232], [-1.31008, 6.35367, 4.94825], [-1.98426, 6.23602, 2.67807], [1.29091, 7.63522, 3.69016], [2.07233, 7.80819, 4.89981], [0.71523, 8.88322, 3.19717], [2.13404, 4.26201, 5.81098], [1.00024, 3.45439, 4.70126], [0.50857, 4.82926, 5.70016], [3.55728, 5.71040, 3.05100], [2.77880, 4.17456, 2.61916], [3.62596, 4.35263, 4.16405], [-1.51367, 5.30236, 5.18579], [-2.22949, 6.91990, 5.12440], [-0.58997, 6.75222, 5.66432], [-2.27044, 5.17715, 2.70476], [-1.72716, 6.49391, 1.65213], [-2.85625, 6.83913, 2.94458], [1.52206, 7.50151, 5.79304], [2.34744, 8.85861, 5.02893], [3.01440, 7.26591, 4.86715], [-0.07168, 9.24467, 3.86699], [0.28051, 8.74828, 2.20681], [1.47701, 9.66133, 3.10066], [3.61406, -4.71862, -0.04871], [3.26087, -6.16247, -0.35115], [4.54471, -6.55075, -1.42590], [4.65378, -6.05746, -2.78220], [5.84751, -6.58598, -0.77043], [1.71683, -5.85474, -1.05473], [1.37104, -6.05722, -2.44359], [1.00704, -4.68598, -0.54417], [2.84906, -7.83560, -0.22182], [3.29544, -8.93924, -1.04807], [1.70883, -8.16837, 0.62511], [5.39128, -6.65058, -3.32991], [4.94822, -5.00033, -2.83071], [3.73100, -6.17759, -3.34598], [5.85685, -7.35890, 0.00687], [6.09364, -5.62676, -0.29878], [6.63993, -6.83186, -1.47733], [1.76897, -5.26333, -3.08850], [0.28346, -6.07035, -2.56291], [1.70924, -7.02670, -2.81478], [1.35647, -3.75977, -1.01918], [1.13683, -4.59136, 0.53242], [-0.06895, -4.78107, -0.71827], [2.94838, -8.84892, -2.08084], [2.91544, -9.88639, -0.65687], [4.37910, -9.04242, -1.05179], [0.80368, -8.31557, 0.02706], [1.51231, -7.37396, 1.34525], [1.89714, -9.07616, 1.20448]],
  "mulliken_charge": [-0.69, -0.33, -0.48, -0.72, -0.08, -0.41, -0.60, 0.50, -0.44, -0.41, 0.41, -0.20, 0.20, -0.28, -0.62, -0.25, 0.52, -0.70, -0.69, 0.87, -1.54, -0.56, -0.26, 0.29, 0.10, 0.24, 0.22, 0.38, 0.27, 0.40, 0.24, 0.32, 0.34, 0.30, 0.09, -0.16, 0.37, 0.22, 0.04, 0.45, 0.22, 0.30, 0.35, 0.30, 0.05, 0.42, 0.36, 0.33, 0.25, -0.89, 0.89, 0.35, -1.10, -1.21, 0.28, -1.14, -1.08, -0.02, -0.78, -1.06, 0.36, 0.29, 0.32, 0.35, 0.27, 0.38, 0.35, 0.39, 0.23, 0.30, 0.31, 0.35, 0.21, 0.37, 0.25, 0.32, 0.33, 0.40, -0.91, 0.83, 0.28, -1.08, -1.17, 0.28, -1.11, -1.23, 0.03, -0.77, -1.05, 0.36, 0.32, 0.31, 0.35, 0.29, 0.36, 0.35, 0.35, 0.27, 0.27, 0.34, 0.47, 0.21, 0.37, 0.25, 0.31, 0.33, 0.39],
  "homo_ev": -8.09,
  "energy_ev": -76370.5713,
  "spin_multiplicity": 1,
  "charge": 0
}



Record 3
{
  "formula": "C4H2ClN3O5",
  "method": "ωB97M-V/def2-TZVPD",
  "elements": ["C", "C", "C", "C", "N", "N", "N", "O", "O", "O", "O", "O", "Cl", "H", "H"],
  "coordinates": [[-0.65124, -1.32825, -0.01402], [-2.79032, -0.10798, -0.13980], [1.29461, 0.06836, -0.66927], [-1.47821, -0.07497, -0.00578], [0.68400, -1.13662, -0.21138], [2.51674, 0.26349, -0.09865], [-0.93860, 1.17535, 0.50671], [-1.12697, -2.41195, 0.20648], [-3.92843, -0.11392, -0.24337], [0.77408, 0.75973, -1.49665], [-1.56585, 2.17490, 0.28881], [0.07855, 1.10718, 1.15752], [3.13069, 1.88081, 0.04948], [1.24560, -1.96017, -0.03940], [2.75536, -0.29596, 0.70931]],
  "mulliken_charge": [0.39, 0.43, 0.57, 0.14, -0.18, -0.37, 1.00, -0.60, -0.28, -0.48, -0.62, -0.56, -0.02, 0.28, 0.29],
  "homo_ev": -10.56,
  "relative_energy_kcal_mol": 4.6,
  "energy_ev": -31406.1502,
  "spin_multiplicity": 1,
  "smiles": "O=C=C(C(=O)NC(=O)NCl)[N+](=O)[O-]",
  "charge": 0
}



Record 4
{
  "formula": "C6H15OS",
  "method": "ωB97M-V/def2-TZVPD",
  "elements": ["C", "C", "C", "S", "H", "H", "H", "H", "H", "H", "H", "H", "C", "O", "C", "C", "H", "H", "H", "H", "H", "H", "H"],
  "coordinates": [[-1.39302, 1.88617, -1.55033], [-2.13113, 0.67741, -1.01445], [-2.15437, 0.70320, 0.50355], [-2.94210, -0.83261, 1.09494], [-1.29020, 1.84108, -2.63566], [-0.39346, 1.87429, -1.10779], [-1.91872, 2.80729, -1.28872], [-3.14652, 0.62840, -1.42143], [-1.58788, -0.22174, -1.31254], [-2.75548, 1.54131, 0.86097], [-1.11622, 0.76689, 0.83169], [-2.65433, -0.70536, 2.39701], [2.06031, 0.28332, 0.27740], [0.72154, 0.43274, 0.23902], [2.50681, -1.15333, -0.06686], [1.95142, -2.16042, 0.93015], [2.50303, 0.50319, 1.28914], [2.60946, 0.97692, -0.41435], [3.59992, -1.23996, -0.11291], [2.10602, -1.39014, -1.05749], [2.24170, -3.18444, 0.67839], [0.86564, -2.08970, 0.94106], [2.31758, -1.94450, 1.93922]],
  "mulliken_charge": [-1.11, -0.55, -0.34, -0.34, 0.30, 0.23, 0.33, 0.44, 0.31, 0.40, 0.27, 0.09, -0.77, -0.71, -0.39, -0.99, 0.24, 0.20, 0.34, 0.28, 0.33, 0.16, 0.27],
  "homo_ev": -2.83,
  "relative_energy_kcal_mol": 29.1,
  "energy_ev": -19347.9612,
  "spin_multiplicity": 1,
  "charge": -1
}